1.
The following is a quantum chemistry calculation of C36H45BrCsN4OP2S4Sb as an isolated structure, from OMol25.

Geometry as XYZ:
```
95
Properties=species:S:1:pos:R:3:forces:R:3
Cs -1.38972 -0.52885 0.28510 -0.4 -1.1 -0.4
C 0.40765 3.19470 -4.02574 -0.1 0.0 0.2
C 0.60520 3.30573 -2.51719 -0.2 -0.1 0.1
C 1.99222 3.84816 -2.17806 -0.2 0.0 0.1
P 0.03669 1.72395 -1.62568 0.9 0.5 -0.7
C 1.15333 0.35633 -2.26401 -0.2 0.0 -0.1
C 0.58429 -0.20108 -3.56895 0.0 0.1 0.1
C 2.64799 0.62493 -2.37585 -0.2 -0.1 0.2
C 0.63797 2.13867 0.04746 -0.1 -0.3 0.2
C 0.20041 3.36732 0.53872 0.1 0.2 0.2
C 0.48382 3.80064 1.81800 -0.1 0.3 -0.1
C 1.22165 2.97579 2.65832 0.2 0.1 0.0
C 1.63592 1.74615 2.21582 0.1 0.0 0.1
C 1.32800 1.25864 0.92216 0.2 0.7 0.2
N 1.57507 -0.02161 0.59266 -0.4 -0.2 -0.3
C 2.69015 -0.66622 0.94554 0.4 -0.3 0.0
C 3.94198 -0.04109 1.17074 0.0 0.3 0.1
C 5.07388 -0.77845 1.41415 0.1 -0.1 0.1
C 5.02760 -2.16878 1.44335 0.3 -0.2 0.0
C 3.81832 -2.80558 1.21599 0.0 0.1 0.1
C 2.66021 -2.08545 0.97758 -0.2 0.2 0.0
P 1.01571 -2.81636 0.68112 0.7 -1.4 0.1
C 0.98600 -3.90964 2.21609 0.0 0.1 0.0
C 0.68678 -2.98659 3.39585 0.1 0.0 -0.1
C -0.02596 -5.04511 2.16320 0.1 0.1 0.0
C 1.43088 -4.07391 -0.66157 0.0 0.2 0.1
C 2.32460 -3.44145 -1.72441 0.1 -0.1 0.2
C 0.12897 -4.53353 -1.31039 0.1 -0.1 0.2
H 0.44092 4.18461 -4.48635 0.0 0.0 -0.1
H 1.19245 2.59128 -4.47657 0.1 -0.1 -0.1
H -0.55739 2.74102 -4.25039 -0.1 0.0 -0.1
H -0.13732 4.03469 -2.16107 0.1 -0.1 0.0
H 2.76369 3.33749 -2.74768 0.1 0.0 0.0
H 2.04776 4.91329 -2.41361 0.0 0.1 0.0
H 2.20237 3.72219 -1.11809 0.1 0.1 0.0
H 1.01400 -0.41172 -1.49445 0.1 0.1 -0.1
H 0.78982 0.45874 -4.40984 0.0 0.0 -0.1
H 1.02965 -1.17137 -3.79340 0.0 -0.1 0.0
H -0.49540 -0.32844 -3.48962 -0.1 -0.1 -0.1
H 2.87942 1.22911 -3.25192 0.0 0.1 -0.1
H 3.01324 1.12803 -1.48539 0.1 0.1 0.1
H 3.18361 -0.32033 -2.46858 0.1 -0.1 0.0
H -0.38768 4.00977 -0.10498 -0.1 0.0 0.0
H 0.12751 4.76252 2.16173 -0.1 0.0 0.0
H 1.45350 3.29616 3.66652 0.0 0.0 0.1
H 2.17060 1.08133 2.88308 0.0 0.0 0.0
H 3.99758 1.04078 1.12635 0.0 0.0 0.0
H 6.01931 -0.27238 1.57943 0.0 0.0 0.0
H 5.92472 -2.74423 1.63586 0.0 0.0 0.0
H 3.78867 -3.88914 1.22290 0.0 -0.1 0.0
H 1.99070 -4.33565 2.34657 -0.1 0.1 -0.1
H -0.34177 -2.62761 3.34014 -0.1 0.1 0.1
H 0.81709 -3.51050 4.34422 0.0 0.0 0.1
H 1.35411 -2.12446 3.38397 0.0 0.1 0.1
H -1.02699 -4.65707 1.98253 -0.1 -0.1 -0.1
H 0.21573 -5.76041 1.38068 -0.1 -0.1 -0.1
H -0.03905 -5.58123 3.11420 0.0 0.0 0.1
H 1.94956 -4.93175 -0.21160 0.0 0.1 0.0
H 1.83262 -2.56475 -2.14050 0.0 0.2 -0.1
H 3.27958 -3.12588 -1.30918 0.1 0.0 -0.1
H 2.51119 -4.14814 -2.53480 0.0 0.0 -0.1
H -0.34227 -3.69637 -1.82661 -0.1 0.0 0.0
H 0.30377 -5.32482 -2.03918 0.0 -0.1 -0.1
H -0.57698 -4.90962 -0.57459 -0.2 0.0 -0.1
S -2.94691 -6.74394 -2.40279 -0.3 0.2 0.0
Sb -4.48881 -5.16451 -1.88082 0.5 -0.2 0.2
S -3.17988 -2.97145 -1.48791 -0.5 -0.1 -0.7
S -2.97082 -3.54606 0.46840 0.4 0.1 0.7
S -4.41456 -5.00445 0.68465 -0.4 -0.1 -0.4
Br -1.70220 3.15607 6.68998 0.0 0.1 0.0
C -2.05955 2.69498 4.87751 -0.2 0.1 -0.2
C -1.44601 1.51154 4.36355 0.6 0.8 0.6
C -1.61285 1.25279 2.87256 -0.1 0.7 -0.8
C -2.43357 2.18413 2.09814 0.1 0.5 1.6
C -3.33383 2.92979 2.86029 0.3 -0.1 -0.8
C -3.12309 3.23444 4.21940 0.3 0.2 0.5
N -2.53294 1.94507 0.78624 -0.8 0.8 -1.2
C -3.10503 2.73327 -0.06439 0.3 0.3 1.2
C -3.39859 2.29541 -1.39443 -0.4 -0.2 -1.1
C -4.00422 3.17711 -2.31113 0.2 -0.2 0.4
C -4.35578 2.71667 -3.55929 0.0 -0.2 -0.3
C -4.09613 1.39028 -3.88900 0.0 0.2 0.0
C -3.47093 0.60072 -2.93261 -0.1 -0.1 -0.4
N -3.13420 1.02298 -1.73507 -0.2 0.2 0.4
H -0.56653 1.10626 4.85114 0.0 0.0 -0.1
H -0.80701 0.74632 2.36467 0.2 0.2 0.5
H -4.18852 3.37397 2.36900 -0.1 0.0 -0.1
H -3.78887 3.93052 4.71149 0.0 0.0 0.1
H -3.42318 3.75506 0.18684 0.0 -0.1 0.1
H -4.19160 4.20236 -2.02137 0.0 0.0 0.0
H -4.82827 3.37657 -4.27628 0.0 0.0 0.0
H -4.36603 0.98022 -4.85158 0.0 0.0 0.0
H -3.23496 -0.43547 -3.15023 0.0 -0.1 0.0
O -3.66745 0.72851 3.88358 -0.3 -0.1 0.1
N -2.39559 0.48834 3.83968 -0.6 -1.5 0.3
```
Forces are in eV/Å.

LUMO level (spin up / spin down) ... 3.477 / 3.477 eV
HOMO level (spin up / spin down) ... -1.9 / -1.9 eV
Frontier orbital gap (spin up / spin down) ... 0.197 / 0.197 Eh
E ... -185116.6055 eV
Charge ... -2

=====

2.
The following is a quantum chemistry calculation of C36H45CrN4P2S as an isolated structure, from OMol25.

Geometry as XYZ:
```
89
Properties=species:S:1:pos:R:3:forces:R:3
Cr 0.22013 0.09726 0.92076 0.1 0.7 1.6
N -1.83690 -0.13613 1.34444 0.0 0.0 0.0
C -2.19964 -1.53983 1.49272 0.0 0.1 0.0
C -3.47706 -1.96322 1.72134 -0.1 0.0 0.0
C -3.74830 -3.33528 1.91468 0.0 0.0 0.0
C -2.73196 -4.24746 1.87896 0.0 0.0 0.0
C -1.40258 -3.82847 1.63061 0.0 -0.1 0.0
C -0.31021 -4.72263 1.54968 0.0 0.0 0.0
C 0.93475 -4.23872 1.26403 0.0 0.0 0.0
C 1.10025 -2.86021 1.06509 0.0 0.0 0.0
N 0.11785 -1.98352 1.16225 -0.1 0.0 -0.1
C -1.14008 -2.46054 1.43702 0.1 0.0 0.0
H -1.98227 0.32196 2.23944 0.0 0.1 0.2
H -2.48275 0.32720 0.70702 0.1 0.0 0.0
H -4.28690 -1.24391 1.77797 0.0 0.0 0.0
H -4.76335 -3.65479 2.10424 0.0 0.0 0.0
H -2.92913 -5.30005 2.03558 0.0 0.0 0.0
H -0.47399 -5.78158 1.70695 0.0 0.0 0.0
H 1.79245 -4.89106 1.18649 0.0 0.0 0.0
H 2.08041 -2.47100 0.82271 0.0 0.0 0.0
S -0.87522 -0.75896 -1.54260 -0.1 0.0 0.1
C 0.86629 -0.52668 -1.82567 0.0 0.0 -0.1
C 1.43319 -0.76652 -3.05926 0.0 0.0 0.0
C 2.81770 -0.70037 -3.16477 0.0 0.0 0.0
C 3.54775 -0.44793 -2.01940 0.0 0.0 0.0
C 2.88811 -0.25528 -0.81368 -0.1 -0.1 0.0
N 1.55356 -0.26766 -0.70162 0.3 -0.1 -0.4
H 0.81249 -1.02551 -3.90567 0.0 0.0 0.0
H 3.30774 -0.87008 -4.11429 0.0 0.0 0.0
H 4.62840 -0.41691 -2.04051 0.0 0.0 0.0
H 3.44241 -0.09099 0.09225 0.0 0.0 0.0
C 0.98592 2.71072 -1.54667 0.0 0.0 0.1
P 0.05768 2.33879 -0.01555 -0.1 0.0 0.0
C 0.67804 3.68104 1.03780 -0.1 0.0 0.0
C -1.64934 2.84552 -0.47080 0.0 -0.1 -0.1
C -2.19809 3.95664 0.16093 0.0 0.0 0.0
C -3.48380 4.40789 -0.11753 0.0 0.0 0.0
C -4.26882 3.74061 -1.03724 0.0 0.0 0.0
C -3.76053 2.62021 -1.67490 0.1 0.0 0.1
C -2.46261 2.16076 -1.40716 0.0 0.0 0.0
P -2.01832 0.76684 -2.45509 0.0 0.0 -0.1
C -3.48337 -0.22286 -2.78735 0.0 0.0 -0.1
C -1.36672 1.27303 -4.04590 0.0 0.0 0.0
H 0.72663 3.71281 -1.88904 0.0 0.0 0.0
H 0.79840 1.99709 -2.34358 0.0 0.0 0.0
H 2.05483 2.68297 -1.32613 0.0 0.0 0.0
H 0.58780 4.64204 0.53130 0.0 0.0 0.0
H 1.73199 3.48267 1.21898 0.1 0.0 0.0
H 0.17863 3.71369 2.00289 0.0 0.0 0.0
H -1.61489 4.49987 0.89009 0.0 0.0 0.0
H -3.86398 5.28602 0.38742 0.0 0.0 0.0
H -5.27081 4.07989 -1.26116 0.0 0.0 0.0
H -4.39455 2.11458 -2.38817 0.0 0.0 0.0
H -4.16786 0.32275 -3.43537 0.0 0.0 0.0
H -3.99355 -0.49497 -1.86328 0.0 0.0 0.0
H -3.16594 -1.12769 -3.30663 0.0 0.0 0.0
H -2.12833 1.92526 -4.48251 0.0 0.0 0.0
H -1.23939 0.39723 -4.68316 0.0 0.0 0.0
H -0.43647 1.82875 -3.97100 0.0 0.0 0.0
C 3.82616 1.62409 1.66941 0.0 0.0 0.1
C 3.71911 0.65168 2.84488 0.0 0.0 0.0
C 3.57641 -0.81927 2.45972 0.0 0.0 0.0
C 2.65652 1.09446 3.82874 -0.1 0.0 -0.1
C 3.13749 1.54632 5.04684 0.0 0.0 0.0
C 2.29468 1.97435 6.05135 0.0 0.0 0.0
C 0.92893 1.93283 5.84687 0.1 0.1 0.0
C 0.37315 1.48999 4.65769 0.0 -0.1 -0.2
C -1.14002 1.41218 4.67126 -0.1 0.0 -0.1
C -1.58899 -0.05734 4.66023 -0.1 0.1 -0.1
C -1.81338 2.36673 3.67717 -0.1 -0.1 0.1
C 1.24856 1.07673 3.59652 0.0 0.0 0.3
N 0.76987 0.62791 2.36081 -0.3 -0.3 -1.0
H 4.68210 1.38265 1.03586 0.0 0.0 0.0
H 3.97194 2.64185 2.03423 0.0 0.0 0.0
H 2.91686 1.61155 1.06655 0.0 0.1 -0.1
H 4.66400 0.73073 3.38282 0.0 0.0 0.0
H 2.64269 -0.99861 1.92564 0.1 0.1 0.1
H 3.56829 -1.44633 3.35132 0.0 0.0 0.0
H 4.41909 -1.14046 1.84447 0.0 0.0 0.0
H 4.20667 1.55419 5.21194 0.0 0.0 0.0
H 2.69631 2.31770 6.99522 0.0 0.0 0.0
H 0.26668 2.24504 6.64373 0.0 0.0 0.0
H -1.43702 1.79492 5.64731 0.0 0.0 0.0
H -1.09398 -0.64559 3.88673 0.0 0.0 -0.1
H -2.67360 -0.14711 4.55919 0.0 0.0 0.0
H -1.31944 -0.52301 5.60776 0.0 0.0 0.0
H -1.39376 2.30018 2.67656 0.0 -0.1 -0.3
H -1.67445 3.39601 4.01168 0.0 0.0 0.0
H -2.89243 2.19442 3.63276 0.0 0.0 0.0
```
Forces are in eV/Å.

LUMO level (spin up / spin down) ... -8.514 / -8.514 eV
HOMO level (spin up / spin down) ... -15.9 / -15.8 eV
Frontier orbital gap (spin up / spin down) ... 0.270 / 0.270 Eh
E ... -101835.2939 eV
Charge ... +3